The following is a DFT calculation (ωB97M-V with the def2-TZVPD basis set) of a structure of composition C3H4O2.

Properties
Total charge: 0
Frontier orbital gap: 10.244 eV
Energy relative to the best compared isomer or geometry (same formula, charge and spin): 5.182 eV

CARTESIAN COORDINATES (ANGSTROEM)
C1 -0.24234 1.08962 2.21442
C2 0.02790 0.07055 -0.00960
C3 0.18445 -0.44835 -1.36530
O1 0.91572 0.18072 0.93630
O2 -1.02113 0.60662 0.56008
H1 -0.52601 0.18350 2.76842
H2 1.18690 -0.85774 -1.46748
H3 0.04579 0.38129 -2.05944
H4 -0.57128 -1.20620 -1.57741